Record 1
A molecular structure, C30H36AsN5O2PPdS at a distorted geometry, computed with ωB97M-V/def2-TZVPD.

Each line ends with the Mulliken charge.
Element x y z (Å)
1 Pd -0.1737 3.0793 0.0730  -0.9170
2 C 4.0547 4.2836 0.7349  -1.1556
3 S 2.4101 3.7939 0.1330  1.0083
4 C 2.0492 5.4244 -0.5231  -1.0339
5 O 2.7943 2.9415 -1.0640  -0.6304
6 H 4.6485 4.6497 -0.1067  0.2824
7 H 4.5071 3.3839 1.1529  0.3134
8 H 3.9522 5.0450 1.5110  0.3657
9 H 2.2070 6.1705 0.2551  0.3681
10 H 1.0014 5.4549 -0.8053  0.1944
11 H 2.7241 5.5575 -1.3722  0.4037
12 C -1.5876 5.9205 0.5564  -0.8723
13 O -0.6002 5.0458 0.9120  -0.7160
14 H -1.2777 6.9832 0.6303  0.3709
15 H -2.4991 5.8553 1.2013  0.2423
16 H -1.9553 5.8119 -0.4897  0.1893
17 N -4.9009 5.1818 -0.4087  -0.7198
18 N -4.1375 4.0205 -0.2936  1.1476
19 N -4.0290 3.3202 0.8194  -0.8269
20 C -3.0651 2.4800 0.4905  -0.0083
21 N -2.5979 2.6897 -0.7629  0.2076
22 N -3.3234 3.6728 -1.2475  -0.9300
23 H -5.5957 5.1219 0.3275  0.3150
24 H -4.2600 5.9432 -0.1825  0.2886
25 H -2.6659 1.7367 1.1563  0.4674
26 C -1.0066 -0.3067 -0.0756  -0.7159
27 C -0.7445 -1.7471 -0.4873  -0.2185
28 As -2.2295 -2.9697 -0.0744  0.1797
29 C -1.8010 -3.2136 1.8251  0.2262
30 C -1.1894 -4.3446 2.3599  -0.0793
31 C -0.9053 -4.4205 3.7200  -0.6642
32 C -1.2315 -3.3701 4.5654  -0.4885
33 C -1.8640 -2.2470 4.0482  -0.5440
34 C -2.1563 -2.1772 2.6920  -0.3917
35 C -1.4048 -4.5697 -0.8324  0.0209
36 C -0.0460 -4.8629 -0.7072  0.2355
37 C 0.4942 -5.9830 -1.3245  -0.8092
38 C -0.3172 -6.8237 -2.0782  -0.4220
39 C -1.6681 -6.5430 -2.2092  -0.5220
40 C -2.2066 -5.4198 -1.5877  -0.6928
41 P 0.3965 0.9024 -0.2224  0.7404
42 C 1.7182 0.0177 0.7044  0.4590
43 C 1.4014 -0.7204 1.8486  -0.4318
44 C 2.3932 -1.2910 2.6370  -0.6114
45 C 3.7305 -1.1218 2.3032  -0.5935
46 C 4.0601 -0.3752 1.1792  -0.8915
47 C 3.0676 0.1928 0.3885  -0.5088
48 C 0.8491 0.5327 -1.9792  0.8348
49 C 0.2970 1.3557 -2.9573  -0.7470
50 C 0.5259 1.1096 -4.3052  -0.6152
51 C 1.3240 0.0431 -4.6988  -0.5170
52 C 1.8891 -0.7802 -3.7340  -0.7192
53 C 1.6460 -0.5374 -2.3875  -0.1346
54 H -1.3350 -0.2474 0.9647  -0.3547
55 H -1.8034 0.1335 -0.6806  0.7643
56 H 0.1429 -2.1370 0.0101  -0.0350
57 H -0.5792 -1.8238 -1.5628  0.8099
58 H -0.9250 -5.1746 1.7180  0.4022
59 H -0.4194 -5.3041 4.1161  0.3889
60 H -1.0025 -3.4281 5.6223  0.3803
61 H -2.1334 -1.4244 4.6990  0.4000
62 H -2.6715 -1.3038 2.3100  0.4494
63 H 0.6003 -4.2174 -0.1255  0.4542
64 H 1.5510 -6.1961 -1.2198  0.3936
65 H 0.1071 -7.6927 -2.5661  0.3686
66 H -2.3044 -7.1913 -2.7993  0.3746
67 H -3.2625 -5.2014 -1.6962  0.3295
68 H 0.3664 -0.8630 2.1376  0.4660
69 H 2.1148 -1.8684 3.5115  0.4599
70 H 4.5083 -1.5539 2.9221  0.3796
71 H 5.1004 -0.2268 0.9134  0.4155
72 H 3.3327 0.7999 -0.4685  0.6806
73 H -0.3021 2.2021 -2.6410  0.2472
74 H 0.0900 1.7653 -5.0497  0.4035
75 H 1.5109 -0.1415 -5.7499  0.3668
76 H 2.5171 -1.6136 -4.0269  0.4044
77 H 2.0950 -1.1886 -1.6467  0.3177

- Orbital gap: 5.085 eV
- E_LUMO: 2.44 eV
- Net charge: -1

Record 2
A molecular structure, C30H36CrF3IN3O2P, computed with ωB97M-V/def2-TZVPD.

Each line ends with the Mulliken charge.
Element x y z (Å)
1 Cr 0.9693 0.4270 0.6551  1.3719
2 C 0.9894 -1.8979 2.7959  0.2144
3 C 1.9578 -0.9520 3.2489  0.8195
4 C 2.7487 -0.5603 2.1813  0.4526
5 C 2.2768 -1.2547 0.9931  2.0994
6 C 1.1914 -2.1146 1.4464  0.3067
7 C 0.5116 -3.1605 0.6233  -1.8127
8 C 3.2363 -1.7268 -0.0735  -1.7404
9 C 3.9218 0.3781 2.2612  -1.9754
10 C 2.0845 -0.4074 4.6338  -1.9352
11 C -0.0631 -2.5703 3.6226  -1.5755
12 H -0.5602 -3.2021 0.8238  0.3677
13 H 0.9280 -4.1465 0.8506  0.4132
14 H 0.6346 -2.9836 -0.4441  0.2246
15 H 3.9376 -0.9504 -0.3830  0.2941
16 H 2.7231 -2.0878 -0.9668  0.3498
17 H 3.8326 -2.5600 0.3087  0.3921
18 H 4.7254 -0.0309 2.8792  0.3611
19 H 3.6564 1.3464 2.6975  0.3440
20 H 4.3557 0.5637 1.2772  0.4002
21 H 2.2952 0.6651 4.6128  0.3510
22 H 2.9100 -0.8796 5.1726  0.3980
23 H 1.1827 -0.5654 5.2251  0.3497
24 H -1.0518 -2.5031 3.1580  0.2623
25 H -0.1353 -2.1450 4.6240  0.3428
26 H 0.1468 -3.6357 3.7445  0.3866
27 N 5.0929 1.9405 -5.3776  -0.4193
28 C 4.4542 1.6998 -4.4554  -0.3616
29 C 3.6518 1.3966 -3.3008  0.4760
30 C 3.8973 2.0279 -2.0867  -0.9035
31 C 3.0872 1.7141 -1.0140  -0.9071
32 N 2.0967 0.8235 -1.0943  1.4770
33 C 1.8668 0.2116 -2.2590  -0.6612
34 C 2.6156 0.4752 -3.3904  -0.8399
35 H 4.6972 2.7466 -1.9826  0.5632
36 H 3.2276 2.1913 -0.0518  0.6276
37 H 1.0549 -0.5044 -2.2617  0.6023
38 H 2.4036 -0.0328 -4.3199  0.5702
39 F -6.8104 -3.7276 -3.0005  -0.2796
40 C -5.8865 -3.1758 -3.7981  0.7656
41 F -6.5059 -2.2426 -4.5446  -0.2493
42 F -5.4600 -4.1297 -4.6434  -0.2508
43 C -4.7444 -2.5804 -3.0213  0.2710
44 C -3.6831 -2.0231 -3.7235  -1.1720
45 C -2.6227 -1.4636 -3.0372  -0.2497
46 C -2.6114 -1.4524 -1.6388  -0.0370
47 C -3.6814 -2.0223 -0.9492  -0.3355
48 C -4.7453 -2.5825 -1.6367  -0.7305
49 C -1.5140 -0.8645 -0.9234  1.3031
50 C -0.5715 -0.3778 -0.3275  -1.6247
51 H -3.6877 -2.0328 -4.8057  0.3936
52 H -1.7907 -1.0353 -3.5804  0.4594
53 H -3.6755 -2.0308 0.1316  0.4522
54 H -5.5704 -3.0245 -1.0965  0.4786
55 C -1.6309 2.5368 -1.5654  -1.0161
56 P -0.3777 3.3213 -0.5610  1.2171
57 C 0.7112 4.1584 -1.7190  -1.2346
58 C -1.1713 4.5971 0.4126  -1.2160
59 O 0.3796 2.3872 0.3627  -0.4405
60 H -2.1000 3.2779 -2.2138  0.5715
61 H -2.3805 2.0667 -0.9306  0.1607
62 H -1.1704 1.7527 -2.1668  0.1996
63 H 0.1433 4.8884 -2.2970  0.4776
64 H 1.1511 3.4360 -2.4076  0.2278
65 H 1.5072 4.6737 -1.1813  0.3537
66 H -1.6619 5.3299 -0.2289  0.4231
67 H -0.4211 5.0971 1.0249  0.3635
68 H -1.9110 4.1345 1.0658  0.2891
69 N -1.1871 1.3108 4.2350  -0.2213
70 C -1.0315 0.6896 3.0666  0.0795
71 O 0.0402 0.7614 2.4583  -0.3501
72 C -2.1767 -0.1396 2.5569  -0.5237
73 I -3.7998 1.1094 1.9654  0.0496
74 H -0.4288 1.8563 4.6119  0.3007
75 H -2.0639 1.2811 4.7268  0.2260
76 H -2.5622 -0.8046 3.3252  0.7033
77 H -1.8484 -0.6920 1.6806  -0.5209

- Orbital gap (spin up / spin down): 6.515 / 6.591 eV
- 2S+1: 4
- E_LUMO (spin up / spin down): -3.41 / -3.51 eV
- Net charge: +1

Record 3
A molecular structure, C30H36F5LiN3, computed with ωB97M-V/def2-TZVPD.

Each line ends with the Mulliken charge.
Element x y z (Å)
1 Li 0.0721 0.0290 0.0846  0.4548
2 C 1.0270 -2.8389 -0.2573  -0.4342
3 C -0.2572 -3.4143 0.3231  -1.0823
4 N -1.2205 -2.3880 0.7341  0.9875
5 C -2.5630 -2.6613 0.2222  -0.9957
6 C -2.6733 -2.4016 -1.2678  -0.3338
7 C -1.2345 -2.1899 2.1794  -1.1599
8 C -0.0357 -1.4400 2.7472  -0.9870
9 N 0.1071 -0.1539 2.1053  -0.0936
10 C 0.4085 0.9422 2.7886  0.1706
11 C 0.4433 2.1673 2.0568  -0.1616
12 F 0.1796 2.0679 0.7252  0.2882
13 C 0.6944 3.3969 2.5943  0.0595
14 F 0.6774 4.4793 1.7874  -0.3120
15 C 0.9626 3.5606 3.9472  -0.8606
16 C 0.9554 2.3987 4.6944  0.2368
17 F 1.2190 2.4770 6.0208  -0.3499
18 C 0.6942 1.1520 4.1688  0.2471
19 F 0.7424 0.1005 5.0357  -0.3588
20 H 1.7146 -3.6411 -0.5367  0.5399
21 H 1.5322 -2.1906 0.4593  0.1117
22 H 0.8054 -2.2467 -1.1481  -0.2608
23 H -0.0242 -4.0656 1.1780  0.3616
24 H -0.7243 -4.0522 -0.4318  0.5021
25 H -3.2632 -2.0196 0.7589  0.4520
26 H -2.8579 -3.7035 0.4411  0.2883
27 H -2.4979 -1.3514 -1.4878  -0.0023
28 H -3.6599 -2.6798 -1.6437  0.5190
29 H -1.9267 -2.9743 -1.8178  -0.2009
30 H -1.3134 -3.1631 2.6997  0.2714
31 H -2.1242 -1.6085 2.4289  0.4706
32 H 0.8708 -2.0509 2.6124  0.2061
33 H -0.2082 -1.3835 3.8228  0.5517
34 H 1.1665 4.5246 4.3847  0.4866
35 C -2.8937 1.4435 -0.5395  -1.2938
36 C -2.6357 2.1075 -1.8949  0.3268
37 C -1.6207 3.2463 -1.7812  -1.3056
38 C -2.3033 1.1094 -2.9966  1.0104
39 C -3.2662 0.9120 -3.9836  -0.8556
40 C -3.0722 0.0305 -5.0337  -1.5573
41 C -1.8830 -0.6758 -5.0949  -0.3253
42 C -0.8959 -0.5176 -4.1295  0.8925
43 C 0.3697 -1.3510 -4.2510  1.1937
44 C 1.2104 -0.9417 -5.4655  -1.5747
45 C 0.0666 -2.8516 -4.3366  -1.6495
46 C -1.0917 0.3853 -3.0551  -1.5580
47 N -0.1351 0.4860 -2.0358  2.0217
48 C 1.0284 1.0901 -2.3612  0.7146
49 C 1.2947 1.8704 -3.5158  -1.3093
50 C 2.5322 2.4504 -3.7493  -0.7156
51 C 3.5874 2.3042 -2.8574  -0.6652
52 C 3.3657 1.5589 -1.6994  -0.7056
53 C 2.1354 1.0005 -1.4936  0.0452
54 F 1.9291 0.2758 -0.3375  -0.2953
55 H -3.1798 2.1922 0.2029  0.5128
56 H -2.0036 0.9377 -0.1706  0.1512
57 H -3.6983 0.7088 -0.6168  0.2875
58 H -3.5864 2.5611 -2.1974  0.5464
59 H -0.6450 2.8809 -1.4702  0.0403
60 H -1.9571 3.9775 -1.0416  0.4725
61 H -1.5063 3.7552 -2.7406  0.3393
62 H -4.1935 1.4729 -3.9230  0.3523
63 H -3.8346 -0.1047 -5.7913  0.3548
64 H -1.7203 -1.3732 -5.9104  0.3248
65 H 0.9617 -1.1757 -3.3531  -0.2753
66 H 0.6211 -1.0287 -6.3829  0.2929
67 H 2.0817 -1.5951 -5.5628  0.4401
68 H 1.5627 0.0845 -5.3779  0.3162
69 H -0.3482 -3.1134 -5.3137  0.4096
70 H -0.6509 -3.1648 -3.5784  0.2682
71 H 0.9842 -3.4297 -4.2035  0.4006
72 H 0.4880 2.0134 -4.2249  0.5405
73 H 2.6725 3.0379 -4.6500  0.3980
74 H 4.5511 2.7569 -3.0460  0.3686
75 H 4.1374 1.4140 -0.9537  0.4522

- Orbital gap: 6.677 eV
- E_LUMO: 2.69 eV
- Net charge: -1

> What is the net charge in the second record?

+1